This record from the Open Molecules 2025 dataset describes C27H52HfP2Si as an isolated structure in a non-equilibrium geometry. The level of theory is ωB97M-V with the def2-TZVPD basis set.

Cartesian coordinates (Å):
Hf 0.009 -0.150 1.314
C -0.606 -2.290 2.356
C 0.770 -2.346 1.903
C 0.678 -1.004 3.804
C -0.632 -1.503 3.563
C 1.545 -1.476 2.764
C -1.741 -3.119 1.867
H -1.569 -3.476 0.845
H -2.678 -2.545 1.865
H -1.897 -3.999 2.512
C -1.769 -1.424 4.513
H -2.629 -1.987 4.146
H -2.087 -0.388 4.676
H -1.484 -1.837 5.493
C 1.114 -0.302 5.038
H 0.866 -0.889 5.935
H 0.636 0.680 5.149
H 2.198 -0.145 5.031
C 3.029 -1.351 2.781
H 3.449 -1.844 3.674
H 3.350 -0.298 2.815
H 3.484 -1.810 1.895
C 1.351 -3.367 0.983
H 1.763 -4.211 1.562
H 2.174 -2.951 0.386
H 0.604 -3.776 0.296
C -1.656 0.633 -4.050
C -1.731 -0.713 -4.044
C -0.933 -1.596 -4.953
C 0.548 -1.177 -5.160
C 1.232 -0.568 -3.967
C 1.418 0.762 -3.852
C 0.618 1.799 -4.591
C -0.832 1.415 -5.028
H -1.409 -1.648 -5.950
H 0.606 -0.511 -6.037
H -0.954 -2.623 -4.565
H -0.794 0.919 -6.010
H -2.352 1.222 -3.437
H -2.514 -1.235 -3.489
H -1.361 2.365 -5.210
H 0.556 2.708 -3.973
H 2.284 1.155 -3.309
H 1.154 2.099 -5.509
H 1.103 -2.082 -5.449
H 1.782 -1.268 -3.329
P -1.274 -0.269 -0.769
P 1.972 0.936 0.138
C -0.406 1.196 -1.532
C 0.860 1.909 -0.991
H -1.160 1.950 -1.793
H -0.149 0.703 -2.473
H 1.500 2.189 -1.838
H 0.573 2.847 -0.498
C 3.076 2.151 0.900
H 3.741 1.622 1.597
H 2.508 2.902 1.464
H 3.680 2.643 0.125
C 3.065 -0.078 -0.895
H 3.529 0.521 -1.690
H 2.524 -0.920 -1.346
H 3.854 -0.496 -0.252
C -3.047 -0.175 -1.060
H -3.503 -1.004 -0.497
H -3.324 -0.264 -2.115
H -3.436 0.773 -0.660
C -0.543 -1.773 -1.515
H 0.487 -1.971 -1.185
H -0.503 -1.692 -2.605
H -1.169 -2.640 -1.259
C 0.001 3.515 2.379
Si -1.119 1.977 2.485
C -1.741 2.056 4.279
C -2.678 2.368 1.470
H 0.934 3.370 2.939
H -0.559 4.344 2.838
H 0.250 3.784 1.346
H -1.940 3.118 4.498
H -2.682 1.502 4.407
H -1.017 1.689 5.018
H -3.162 3.249 1.919
H -2.447 2.591 0.422
H -3.385 1.529 1.497

**E_tot**: -56589.1721 eV
**Total charge**: +2
**Energy above the lowest of the compared OMol25 structures with the same formula, charge and spin**: 1.942 eV
**Spin multiplicity**: 1
**LUMO**: -0.257 Eh

=====

This record from the Open Molecules 2025 dataset describes a 4-piece molecular cluster, C26H39BF7INO11S overall in a non-equilibrium geometry. The level of theory is ωB97M-V with the def2-TZVPD basis set.

Cartesian coordinates (Å):
C -2.186 0.625 1.222
C -2.697 -0.051 -0.041
C -2.945 0.958 -1.168
C -2.874 0.271 -2.546
C -1.651 0.576 -3.379
N -0.378 0.249 -2.677
C 0.717 -0.241 -3.604
C 1.860 -0.533 -2.638
B 3.261 -0.507 -3.432
O 4.378 -1.070 -2.933
O 3.344 0.071 -4.677
C 1.585 0.454 -1.437
S 3.006 1.270 -0.754
O 3.352 2.440 -1.491
O 4.069 0.343 -0.540
C 2.453 1.821 0.934
F 3.028 2.982 1.221
F 1.115 2.018 0.895
C 2.730 0.755 2.047
F 1.793 0.948 2.989
F 2.551 -0.481 1.570
C 4.109 0.924 2.760
F 5.072 1.300 1.923
F 3.974 1.870 3.698
F 4.436 -0.222 3.353
C 0.327 1.284 -1.854
C 0.490 2.646 -2.472
C 0.300 3.756 -1.443
O -0.640 3.730 -0.673
I 1.628 5.427 -1.413
H -2.164 -0.077 2.043
H -2.801 1.482 1.444
H -1.170 0.966 1.042
H -1.972 -0.776 -0.420
H -3.597 -0.606 0.162
H -2.271 1.803 -1.086
H -3.943 1.358 -1.072
H -2.989 -0.805 -2.477
H -3.710 0.619 -3.135
H -1.684 -0.064 -4.252
H -1.687 1.591 -3.744
H -0.539 -0.541 -2.053
H 0.419 -1.134 -4.128
H 0.885 0.610 -4.243
H 1.678 -1.512 -2.210
H 4.202 -1.477 -2.082
H 3.498 -0.630 -5.317
H 1.228 -0.146 -0.605
H -0.258 1.347 -0.947
H -0.265 2.851 -3.222
H 1.440 2.747 -2.979
O 8.825 -2.871 7.036
C 8.171 -2.147 6.353
O 6.813 -2.141 6.376
C 6.303 -1.246 5.376
C 7.438 -0.270 5.094
C 8.669 -1.144 5.328
H 6.032 -1.832 4.496
H 5.412 -0.756 5.761
H 7.387 0.173 4.100
H 7.419 0.540 5.824
H 8.966 -1.686 4.429
H 9.514 -0.586 5.719
O -2.342 -2.085 -5.102
C -3.534 -2.064 -5.254
O -4.226 -0.910 -5.264
C -5.645 -1.175 -5.343
C -5.745 -2.569 -5.947
C -4.476 -3.238 -5.412
H -6.061 -1.127 -4.334
H -6.114 -0.410 -5.955
H -6.665 -3.084 -5.681
H -5.697 -2.506 -7.034
H -4.632 -3.691 -4.432
H -4.062 -3.971 -6.097
O -4.936 0.001 2.042
C -5.061 -0.118 3.228
O -4.965 -1.310 3.848
C -5.262 -1.166 5.253
C -5.007 0.302 5.563
C -5.370 0.970 4.237
H -6.303 -1.452 5.414
H -4.622 -1.837 5.819
H -5.575 0.665 6.416
H -3.948 0.457 5.774
H -6.432 1.209 4.173
H -4.778 1.859 4.036

**E_tot**: -90238.1322 eV
**Total charge**: +1
**Spin multiplicity**: 1
**LUMO**: -0.098 Eh

=====

This record from the Open Molecules 2025 dataset describes one molecule with the formula C14H17N3O2S in a non-equilibrium geometry. The level of theory is ωB97M-V with the def2-TZVPD basis set.

Cartesian coordinates (Å):
C 5.575 1.151 1.672
C 4.310 1.388 0.858
C 4.407 0.754 -0.538
C 4.433 -0.747 -0.441
O 5.442 -1.409 -0.503
N 3.237 -1.409 -0.232
C 1.927 -1.039 -0.176
N 1.012 -1.933 0.033
N -0.214 -1.453 0.052
C -0.309 -0.183 -0.138
C -1.545 0.562 -0.165
C -1.557 1.938 -0.371
C -2.765 2.612 -0.392
C -3.951 1.931 -0.209
C -3.949 0.547 0.000
O -5.165 -0.025 0.168
C -5.243 -1.423 0.383
C -6.712 -1.784 0.533
C -2.741 -0.135 0.022
S 1.272 0.579 -0.374
H 5.471 1.579 2.666
H 6.431 1.614 1.186
H 5.777 0.088 1.771
H 3.450 0.978 1.392
H 4.145 2.461 0.740
H 5.341 1.066 -1.008
H 3.575 1.081 -1.163
H 3.352 -2.414 -0.130
H -0.629 2.472 -0.515
H -2.781 3.679 -0.552
H -4.899 2.444 -0.223
H -4.689 -1.695 1.292
H -4.804 -1.959 -0.469
H -6.814 -2.852 0.700
H -7.256 -1.509 -0.367
H -7.143 -1.248 1.374
H -2.682 -1.199 0.179

**E_tot**: -34194.3313 eV
**Total charge**: 0
**Energy above the lowest of the compared OMol25 structures with the same formula, charge and spin**: 2.089 eV
**Spin multiplicity**: 1
**SMILES**: CCCC(=O)Nc1nnc(-c2cccc(OCC)c2)s1
**LUMO**: 0.000 Eh

=====

This record from the Open Molecules 2025 dataset describes C2H3ClO2 as an isolated structure in a non-equilibrium geometry. The level of theory is ωB97M-V with the def2-TZVPD basis set.

Cartesian coordinates (Å):
C -0.902 -0.062 0.491
C 0.830 0.165 -0.607
O -0.272 -1.155 -0.141
O -0.106 0.991 -0.030
Cl 2.317 -0.021 0.190
H -1.952 0.043 0.199
H -0.819 -0.125 1.589
H 0.904 0.164 -1.690

**E_tot**: -18737.5361 eV
**Total charge**: 0
**Energy above the lowest of the compared OMol25 structures with the same formula, charge and spin**: 2.515 eV
**Spin multiplicity**: 1
**LUMO**: 0.023 Eh

=====

This record from the Open Molecules 2025 dataset describes a 2-piece molecular cluster, C4H12 overall in a non-equilibrium geometry. The level of theory is ωB97M-V with the def2-TZVPD basis set.

Cartesian coordinates (Å):
C -0.472 0.991 1.867
C -0.162 2.492 2.027
H -1.438 0.851 1.262
H 0.383 0.537 1.307
H -0.482 0.379 2.809
H -0.108 3.157 1.162
H 0.708 2.721 2.499
H -0.926 2.892 2.727
C 0.822 -1.851 -2.529
C -0.125 -1.517 -1.406
H 0.159 -2.137 -3.268
H 1.554 -1.130 -2.897
H 1.416 -2.758 -2.385
H -0.124 -2.420 -0.735
H -1.115 -1.531 -1.696
H -0.090 -0.679 -0.743

**E_tot**: -4341.4700 eV
**Total charge**: 0
**Energy above the lowest of the compared OMol25 structures with the same formula, charge and spin**: 1.058 eV
**Spin multiplicity**: 1
**SMILES**: CC.CC
**LUMO**: 0.041 Eh

=====

This record from the Open Molecules 2025 dataset describes one molecule with the formula C12H16N2 in a non-equilibrium geometry. The level of theory is ωB97M-V with the def2-TZVPD basis set.

Cartesian coordinates (Å):
C -1.664 -2.259 0.851
N -1.334 -1.378 -0.197
C -2.321 -0.572 -0.870
C -2.427 0.785 -0.367
C -0.919 0.921 -0.393
C -0.308 2.212 0.028
C 1.389 2.105 0.269
C 1.852 0.724 0.086
C 3.291 0.311 -0.091
C 3.588 -0.953 -0.182
N 2.688 -1.979 -0.585
C 1.464 -1.555 -0.365
C 0.941 -0.340 0.116
C -0.498 -0.242 0.417
H -0.708 -2.570 1.368
H -2.169 -1.821 1.738
H -2.344 -3.215 0.497
H -3.339 -1.375 -0.924
H -2.103 -0.516 -1.973
H -2.906 1.070 0.714
H -2.770 1.477 -1.216
H -0.544 0.727 -1.418
H -0.447 2.748 1.077
H -0.570 3.140 -0.528
H 1.597 2.371 1.338
H 1.935 2.828 -0.492
H 4.106 1.144 0.081
H 4.578 -1.477 -0.233
H 0.774 -2.255 -0.223
H -0.833 -0.056 1.477

**E_tot**: -15678.8918 eV
**Total charge**: 0
**Energy above the lowest of the compared OMol25 structures with the same formula, charge and spin**: 5.207 eV
**Spin multiplicity**: 1
**SMILES**: CN1CC[C@H]2CCc3ccncc3[C@@H]21
**LUMO**: 0.030 Eh

=====

This record from the Open Molecules 2025 dataset describes an isolated ion of composition C4H9N2O2 and charge +1 in a non-equilibrium geometry. The level of theory is ωB97M-V with the def2-TZVPD basis set.

Cartesian coordinates (Å):
N -0.030 0.886 -2.697
C 0.428 0.915 -1.435
O 0.945 1.881 -0.917
C 0.135 -0.346 -0.572
C -0.153 0.116 0.863
N 0.794 -0.542 1.823
C -1.506 -0.473 1.254
O -1.561 -1.576 1.723
H 0.231 1.657 -3.298
H -0.231 0.058 -3.236
H 1.040 -0.946 -0.620
H -0.700 -0.878 -1.023
H -0.059 1.190 0.931
H 1.740 -0.638 1.447
H 0.382 -1.456 2.062
H 0.957 0.038 2.652
H -2.412 0.114 1.044

**E_tot**: -11362.4992 eV
**Total charge**: +1
**Energy above the lowest of the compared OMol25 structures with the same formula, charge and spin**: 0.468 eV
**Spin multiplicity**: 1
**SMILES**: NC(=O)C[C@H]([NH3+])C=O
**LUMO**: -0.140 Eh

=====

This record from the Open Molecules 2025 dataset describes C47H43ClN8O2P2Ti as an isolated structure in a non-equilibrium geometry. The level of theory is ωB97M-V with the def2-TZVPD basis set.

Cartesian coordinates (Å):
Ti 0.076 0.080 0.119
N -1.093 -1.002 3.358
C -2.062 -0.523 2.560
N -3.302 -0.656 3.001
C -4.265 -0.065 2.297
N -5.524 -0.199 2.677
N -4.023 0.710 1.206
C -2.789 0.700 0.782
N -1.731 0.062 1.362
C -2.511 1.488 -0.442
C -3.513 2.260 -1.011
C -3.223 2.975 -2.160
C -1.944 2.885 -2.693
C -1.005 2.089 -2.059
N -1.274 1.387 -0.949
H -1.415 -1.248 4.284
H -0.188 -0.550 3.321
H -5.743 -0.731 3.505
H -6.256 0.281 2.179
H -4.489 2.279 -0.553
H -3.978 3.590 -2.627
H -1.661 3.431 -3.579
H 0.008 2.028 -2.438
Cl 2.785 0.590 -0.012
C 3.250 2.082 0.833
C 4.587 2.428 0.751
C 4.987 3.618 1.342
C 4.062 4.431 1.983
C 2.734 4.052 2.048
C 2.297 2.852 1.474
P 0.570 2.344 1.618
C -0.323 3.846 1.135
C -0.016 4.353 -0.130
C -0.606 5.516 -0.589
C -1.519 6.189 0.214
C -1.817 5.701 1.476
C -1.218 4.540 1.941
C 0.299 2.113 3.397
C -0.999 2.060 3.905
C -1.218 1.868 5.258
C -0.142 1.707 6.120
C 1.153 1.740 5.621
C 1.375 1.946 4.270
H 5.294 1.794 0.241
H 6.023 3.913 1.294
H 4.378 5.359 2.434
H 2.018 4.688 2.548
H 0.731 3.862 -0.752
H -0.342 5.911 -1.558
H -1.978 7.101 -0.135
H -2.502 6.235 2.116
H -1.440 4.210 2.947
H -1.857 2.175 3.251
H -2.226 1.851 5.642
H -0.309 1.568 7.176
H 1.992 1.622 6.288
H 2.391 1.985 3.905
O 1.706 -0.702 2.383
N 0.937 -1.471 1.490
C 0.854 -2.718 1.799
C 0.002 -3.771 1.262
C 0.174 -5.005 1.905
C -0.604 -6.100 1.568
C -1.563 -5.971 0.577
C -1.731 -4.757 -0.079
C -0.971 -3.641 0.254
P -1.111 -2.171 -0.808
C -0.424 -2.911 -2.326
C 0.924 -3.275 -2.275
C 1.520 -3.915 -3.345
C 0.780 -4.189 -4.490
C -0.558 -3.833 -4.549
C -1.167 -3.207 -3.466
C -2.882 -1.907 -1.073
C -3.270 -1.086 -2.134
C -4.612 -0.853 -2.387
C -5.579 -1.427 -1.573
C -5.199 -2.227 -0.507
C -3.858 -2.467 -0.254
H 2.297 -1.294 2.890
H 1.464 -3.053 2.644
H 0.922 -5.105 2.676
H -0.461 -7.044 2.072
H -2.176 -6.815 0.300
H -2.461 -4.692 -0.877
H 1.519 -3.063 -1.391
H 2.558 -4.205 -3.291
H 1.244 -4.688 -5.326
H -1.143 -4.057 -5.428
H -2.219 -2.971 -3.527
H -2.525 -0.634 -2.782
H -4.902 -0.237 -3.224
H -6.625 -1.264 -1.782
H -5.949 -2.686 0.119
H -3.586 -3.114 0.570
C 2.429 1.038 -3.240
C 1.363 0.008 -3.022
N 1.008 -0.721 -4.067
O 0.799 -0.165 -1.913
H 2.502 1.318 -4.287
H 3.388 0.624 -2.927
H 2.241 1.922 -2.633
H 1.471 -0.609 -4.956
H 0.351 -1.484 -3.953

**E_tot**: -119650.6149 eV
**Total charge**: +3
**Energy above the lowest of the compared OMol25 structures with the same formula, charge and spin**: 0.344 eV
**Spin multiplicity**: 2
**LUMO (alpha / beta)**: -0.313 / -0.306 Eh

=====

This record from the Open Molecules 2025 dataset describes a 2-piece molecular cluster, C5H12NO overall in a non-equilibrium geometry. The level of theory is ωB97M-V with the def2-TZVPD basis set.

Cartesian coordinates (Å):
C -1.346 -0.328 -2.912
C -0.616 -1.073 -1.799
C -0.096 -0.274 -0.671
C 1.107 -0.400 -0.122
N 1.359 0.037 1.206
C 2.515 0.300 1.676
H -2.179 -0.897 -3.315
H -0.657 -0.133 -3.737
H -1.686 0.664 -2.612
H 0.029 -1.869 -2.178
H -1.341 -1.727 -1.289
H -0.825 0.370 -0.186
H 1.963 -0.804 -0.635
H 0.563 0.105 1.843
H 3.390 0.081 1.072
H 2.686 0.625 2.687
H -2.596 1.668 1.579
H -1.954 1.922 2.929
O -2.081 1.247 2.259

**E_tot**: -8909.2169 eV
**Total charge**: +1
**Energy above the lowest of the compared OMol25 structures with the same formula, charge and spin**: 1.412 eV
**Spin multiplicity**: 1
**LUMO**: -0.188 Eh

=====

This record from the Open Molecules 2025 dataset describes a 2-piece molecular cluster, C5H14 overall. The level of theory is ωB97M-V with the def2-TZVPD basis set.

Cartesian coordinates (Å):
C 1.024 -1.434 -1.111
C 0.095 -1.336 0.097
C -0.892 -2.490 0.048
H 0.441 -1.748 -2.005
H 1.499 -0.492 -1.367
H 1.789 -2.178 -0.930
H -0.438 -0.377 0.119
H 0.573 -1.294 1.088
H -0.301 -3.430 -0.061
H -1.548 -2.399 -0.822
H -1.571 -2.484 0.898
C -0.166 2.660 -0.264
C -0.021 2.441 1.234
H -1.098 3.162 -0.540
H 0.666 3.224 -0.696
H -0.161 1.702 -0.780
H -0.017 3.371 1.807
H -0.871 1.932 1.672
H 0.878 1.862 1.492

**E_tot**: -5411.8701 eV
**Total charge**: 0
**Energy above the lowest of the compared OMol25 structures with the same formula, charge and spin**: 0.179 eV
**Spin multiplicity**: 1
**SMILES**: CCC.CC
**LUMO**: 0.042 Eh